Below is C2H6NO3P2 as an isolated structure at a distorted geometry, with properties calculated with ωB97M-V with the def2-TZVPD basis set.

lowest unoccupied orbital energy: -5.464 eV
E_HOMO: -13.90 eV
charge: +1
energy: -28374.454 eV
ΔE to the lowest compared entry with this formula, charge and spin: 0.020 eV

Geometry as XYZ:
```
14
C2H6NO3P2, DFT ωB97M-V with the def2-TZVPD basis set
C -2.98990 0.86185 -0.25116
C -1.70501 0.55589 -0.60362
N 3.04401 -1.17774 -0.20683
O 2.40010 0.82713 1.53893
O 0.64753 -0.04168 -0.00483
O -3.46906 0.11289 0.70178
P 2.23971 0.89522 0.12920
P -0.72328 -0.62193 0.25525
H -3.55955 1.63590 -0.78054
H -1.09323 1.15022 -1.25972
H 2.44485 -1.93185 -0.68127
H 4.02643 -1.15422 -0.54010
H 3.06856 -1.48394 0.77591
H -4.33115 0.37225 0.92700
```

Below is C25H30N9ReSSb as an isolated structure at a distorted geometry, with properties calculated with ωB97M-V with the def2-TZVPD basis set.

lowest unoccupied orbital energy (spin up / spin down): -13.602 / -13.613 eV
E_HOMO (spin up / spin down): -18.84 / -19.67 eV
charge: +4
energy: -59283.227 eV
multiplicity: 2
expectation value of S²: 0.757
ΔE to the lowest compared entry with this formula, charge and spin: 3.362 eV

Geometry as XYZ:
```
67
C25H30N9ReSSb, DFT ωB97M-V with the def2-TZVPD basis set
Re 0.12846 0.59916 -0.30056
C -0.87314 1.19916 -3.45196
C -0.76614 -0.23694 -3.11326
C -1.43564 -1.19964 -3.96196
C -1.40664 -2.51724 -3.71776
C -0.50904 -3.07664 -2.67376
C 0.04746 -1.97734 -1.73296
N -0.16084 -0.59564 -2.00886
Sb 2.30806 -2.42744 -1.56246
C -0.10424 -2.22114 1.75704
C -0.25114 -2.86194 2.98094
C -0.22954 -2.11134 4.14794
C -0.07974 -0.74214 4.04234
C 0.02906 -0.15724 2.78044
C 0.13106 1.32946 2.68714
N 0.02426 -0.88344 1.64984
C 2.96496 -0.79894 -0.23976
C 4.24516 -1.00184 0.25594
C 4.91516 0.04636 0.87624
C 4.29726 1.27966 0.89834
C 3.00896 1.42226 0.38414
C 2.39516 2.78046 0.36764
N 2.32046 0.38216 -0.13236
H -0.54914 1.36976 -4.48076
H -1.91344 1.52926 -3.41406
H -0.25664 1.80126 -2.77336
H -2.01334 -0.81144 -4.78946
H -1.98704 -3.21194 -4.30636
H 0.22906 -3.71554 -3.17876
H -0.41474 -3.92434 3.02284
H -0.33994 -2.58884 5.11014
H -0.06474 -0.11234 4.91914
H 0.96946 1.68866 3.28534
H 0.25516 1.67216 1.63804
H -0.77074 1.78776 3.09714
H 4.72666 -1.96634 0.15604
H 5.90396 -0.08934 1.28494
H 4.80916 2.14736 1.28514
H 3.09126 3.47706 -0.09926
H 1.46436 2.79066 -0.21086
H 2.22686 3.14716 1.37934
C -2.62924 6.19046 -0.19466
C -2.96574 4.77016 -0.10136
N -4.14644 4.28446 0.12884
N -4.05104 2.96246 0.15104
C -2.79344 2.56036 -0.06476
S -2.26954 0.93866 -0.10606
N -2.07514 3.70536 -0.23676
N -0.70534 3.70866 -0.49306
H -3.55744 6.75966 -0.19116
H -2.07524 6.42506 -1.10336
H -2.03714 6.52396 0.65974
H -4.89444 2.41616 0.30344
H -0.53144 4.04006 -1.44626
H -0.25614 4.38796 0.12674
C 1.07896 -5.06194 1.21974
C 0.18636 -4.26904 0.37134
N -0.15854 -2.98504 0.57584
C -0.85514 -2.50744 -0.59886
C -1.15544 -3.76214 -1.44256
N -0.30914 -4.72644 -0.76656
H 1.58816 -4.45704 1.96564
H 1.81276 -5.56714 0.58854
H 0.54726 -5.86674 1.73604
H -1.68944 -1.85284 -0.33676
H -2.17594 -4.13574 -1.55966
H -0.24774 -5.70274 -1.04276
```

Below is C55H50N6O3P2PbSSi as an isolated structure, with properties calculated with ωB97M-V with the def2-TZVPD basis set.

lowest unoccupied orbital energy: -4.643 eV
E_HOMO: -12.01 eV
charge: +2
energy: -115458.950 eV
ΔE to the lowest compared entry with this formula, charge and spin: 0.041 eV

Geometry as XYZ:
```
119
C55H50N6O3P2PbSSi, DFT ωB97M-V with the def2-TZVPD basis set
Pb 0.16440 -0.72733 -0.85159
C -0.02920 -1.16404 2.42416
Si -0.31527 0.68883 2.44658
C 1.23713 1.72063 2.62223
C 1.14462 2.59039 3.72730
C 2.24094 3.25970 4.24116
C 3.48145 3.07246 3.65891
C 3.59281 2.24575 2.55329
C 2.49509 1.57335 2.01604
P 2.79739 0.58422 0.48888
C 4.36540 -0.27171 0.82355
C 4.29215 -1.58572 1.28477
C 5.45484 -2.28260 1.57822
C 6.69256 -1.68415 1.39181
C 6.77256 -0.38703 0.90495
C 5.61347 0.31735 0.61906
C 3.24245 1.84289 -0.75148
C 3.21358 3.21874 -0.54879
C 3.56928 4.08491 -1.57632
C 3.94711 3.58772 -2.81372
C 3.96427 2.21445 -3.03018
C 3.61185 1.35026 -2.00683
C -1.65118 1.23044 3.65006
C -1.82653 1.23470 5.03413
C -2.99758 1.75100 5.55842
C -3.99557 2.26968 4.72608
C -3.84297 2.27033 3.35275
C -2.66113 1.74705 2.83029
P -2.09230 1.58439 1.12122
C -3.30127 0.71588 0.12380
C -3.21384 0.78832 -1.26912
C -4.13270 0.11541 -2.05157
C -5.12711 -0.64639 -1.45234
C -5.21001 -0.72751 -0.07041
C -4.29818 -0.05004 0.72398
C -1.95695 3.26730 0.46459
C -0.90912 4.07506 0.90162
C -0.86124 5.41035 0.53366
C -1.84872 5.94394 -0.28244
C -2.88918 5.14149 -0.72702
C -2.94800 3.80554 -0.35590
H 0.06950 -1.40362 3.49080
H 0.89015 -1.49837 1.94008
H -0.86895 -1.74948 2.05376
H 0.18513 2.76063 4.19875
H 2.12350 3.91264 5.09567
H 4.35824 3.57118 4.05028
H 4.56404 2.12444 2.09421
H 3.32457 -2.06271 1.39266
H 5.40362 -3.30028 1.94251
H 7.59724 -2.23441 1.61326
H 7.73803 0.07392 0.74480
H 5.67973 1.32061 0.21435
H 2.92228 3.62574 0.41092
H 3.55944 5.15338 -1.40206
H 4.23802 4.26500 -3.60601
H 4.26834 1.81938 -3.99107
H 3.64463 0.27794 -2.17646
H -1.06333 0.84356 5.69532
H -3.14981 1.75834 6.62960
H -4.89766 2.67403 5.16551
H -4.61733 2.66841 2.70867
H -2.43906 1.39008 -1.73000
H -4.07161 0.17354 -3.12998
H -5.83994 -1.18089 -2.06586
H -5.98347 -1.32498 0.39271
H -4.37169 -0.10858 1.80329
H -0.13270 3.67321 1.53302
H -0.05322 6.03665 0.88900
H -1.81259 6.98781 -0.56484
H -3.66800 5.55792 -1.35208
H -3.78228 3.19774 -0.67836
C 0.37745 3.86843 -2.83020
C 0.23278 2.37619 -2.80928
O 0.12325 1.74600 -1.75234
N 0.17196 1.76624 -4.00481
C -0.22012 0.37757 -4.16463
C 0.90711 -0.62269 -4.13780
C 1.59657 -0.95597 -5.29208
C 2.56369 -1.94763 -5.24807
C 2.80615 -2.60005 -4.05007
C 2.08296 -2.21845 -2.93761
N 1.16824 -1.24082 -2.97867
H 0.71894 4.21012 -1.85830
H -0.60183 4.30634 -3.03358
H 1.07102 4.19679 -3.60403
H 0.30138 2.32701 -4.83055
H -0.73921 0.28500 -5.11858
H -0.95224 0.11754 -3.39810
H 1.35767 -0.45713 -6.22188
H 3.10492 -2.22220 -6.14347
H 3.53045 -3.39787 -3.97472
H 2.22800 -2.70585 -1.97840
N -6.13377 -5.23569 1.52962
C -5.05870 -4.78281 0.81678
C -4.28162 -3.71756 1.29615
C -3.22932 -3.23428 0.54901
C -2.92031 -3.80048 -0.67843
C -3.66965 -4.86913 -1.16079
C -4.73352 -5.34547 -0.42708
S -1.56234 -3.20561 -1.61054
O -1.77640 -1.75254 -1.87213
O -1.42714 -4.02516 -2.77450
N -0.26009 -3.07839 -0.69764
C 0.41879 -4.11609 -0.12927
N 1.59525 -3.78146 0.42430
C 2.26882 -4.77414 0.99612
C 1.80655 -6.07705 1.03238
C 0.57704 -6.30194 0.43478
N -0.12304 -5.33506 -0.14544
H -6.20805 -4.99440 2.50211
H -6.54510 -6.11653 1.27404
H -4.51875 -3.27362 2.25597
H -2.65164 -2.39895 0.92372
H -3.40353 -5.32183 -2.10539
H -5.31752 -6.17475 -0.80570
H 3.22228 -4.51449 1.44451
H 2.37058 -6.86978 1.49885
H 0.13188 -7.29020 0.41945
```